Entry 1:
Computed, not measured: a structure of composition C12H32Cl12NNbO2P, with the ωB97M-V functional and the def2-TZVPD basis.

net charge: -1
highest occupied orbital energy: -3.20 eV
2S+1: 1
frontier orbital gap: 5.165 eV

Last column: Löwdin charge in e.
Cartesian coordinates (Å):
Cl1 6.29617 2.62191 0.50362  0.5285
Cl2 -2.99763 -4.87033 -2.02359  0.5396
H1 3.27655 3.08543 -1.33879  0.0552
O1 0.86792 1.25286 5.50430  -0.4325
H2 -0.73195 4.76150 2.84528  0.0647
H3 -1.10565 1.21837 2.80010  -0.1431
H4 -2.20625 -0.70465 -3.87186  -0.0114
H5 1.90412 -1.59615 6.06329  -0.0005
C1 -0.81241 -5.61996 -0.54538  -0.6815
Cl3 -1.06764 0.38738 -6.79245  0.5607
H6 -2.37608 -1.26898 -7.82729  0.0662
H7 -0.40659 -0.46389 0.76645  -0.1632
H8 0.81095 -1.94707 2.48803  -0.1529
H9 -2.82769 -1.27251 2.42478  -0.0827
H10 -2.09491 5.73541 4.74596  0.0593
C2 6.23465 0.06829 1.47351  -0.6620
Cl4 -2.18753 3.81770 6.10750  0.5185
Cl5 0.68693 4.98614 4.70019  0.5198
H11 -2.36404 0.24623 -8.74720  0.0700
H12 -0.84084 -5.53164 -2.69099  0.0650
C3 -1.49492 -5.81971 -1.87261  -0.6626
H13 -1.49719 -5.79384 0.28061  0.0664
H14 2.80281 1.59244 0.62484  -0.0085
C4 2.76139 2.13293 -1.42626  -0.6693
H15 0.01886 1.62559 5.75904  -0.0270
Cl6 -4.04698 -0.61238 -5.59056  0.6193
C5 6.35690 1.50721 1.89967  -0.6541
H16 -1.93917 -2.53681 2.97915  -0.0596
C6 -0.73599 4.32690 3.84259  -0.6730
Cl7 -3.74151 -1.50722 -0.60679  0.5277
C7 -2.01899 4.67080 4.54249  -0.6568
H17 6.95674 -0.17835 0.69962  0.0623
Nb1 -0.27350 -0.45755 2.56922  0.7860
Cl8 -0.81923 -0.49698 -1.99165  0.5271
H18 -2.14691 -2.19970 -2.92861  0.0317
C8 -3.76525 0.22088 -7.14094  -0.6458
N1 -2.01223 -1.52254 2.98169  -0.3100
Cl9 -0.12859 -3.99509 -0.35157  0.5452
H19 -1.77107 -6.86655 -1.98655  0.0649
Cl10 1.65292 2.25811 -2.83049  0.4956
H20 3.48592 1.35714 -1.66550  0.0545
H21 7.31405 1.66603 2.39243  0.0673
Cl11 1.01227 3.07227 0.45406  0.5029
H22 1.44701 0.88003 -0.23836  0.0095
H23 -0.62336 3.24999 3.75032  0.0061
H24 -3.54180 0.36064 -2.02014  0.0689
P1 0.57336 -0.30267 5.02087  0.5188
H25 5.55376 1.78373 2.57676  0.0741
H26 -4.37277 -0.99496 -2.80205  0.0344
O2 2.02854 -0.98836 5.33565  -0.4172
H27 6.39861 -0.57916 2.33300  0.0723
C9 -3.51870 -0.71267 -2.18852  -0.6810
C10 -2.23783 -1.11727 -2.86863  -0.6968
C11 2.06182 1.77237 -0.14631  -0.7386
H28 -4.58294 -0.04329 -7.80861  0.0704
Cl12 4.60960 -0.28551 0.85264  0.6020
H29 -2.85646 4.36044 3.92123  0.0717
C12 -2.45180 -0.18781 -7.75294  -0.6690
H30 1.26707 0.49303 2.23827  -0.1642
H31 0.01329 -6.32739 -0.47498  0.0678
H32 -3.79579 1.28924 -6.94754  0.0690

Cartesian forces, eV/Å:
0.00 0.01 0.00
-0.01 0.00 0.00
0.00 0.04 -0.03
0.21 0.23 0.00
-0.02 0.01 -0.02
0.33 0.19 0.47
0.03 0.06 0.06
0.11 -0.09 0.23
0.11 -0.01 0.09
0.01 -0.01 0.00
0.01 -0.03 0.01
0.73 0.12 0.10
0.32 0.11 0.43
-0.06 -0.11 0.17
0.00 0.02 0.05
-0.04 -0.03 -0.02
0.01 0.02 0.00
-0.03 0.00 0.01
0.01 0.03 -0.01
0.00 0.04 -0.02
0.01 -0.06 -0.07
-0.04 0.01 0.00
-0.04 0.01 0.05
0.10 0.06 0.02
-0.06 0.18 0.14
-0.24 0.03 -0.23
0.05 0.02 0.08
-0.14 0.05 0.23
0.09 -0.10 -0.03
0.01 0.01 0.01
-0.09 0.06 -0.04
0.01 0.02 -0.03
-1.86 -0.46 0.47
-0.03 -0.05 -0.12
-0.01 -0.02 0.06
-0.05 0.03 0.00
0.41 0.10 -1.00
-0.09 0.07 -0.04
-0.01 -0.01 0.00
0.02 0.02 0.01
-0.01 -0.03 -0.01
0.03 0.02 -0.02
-0.12 0.27 -0.09
-0.02 0.01 0.04
0.17 -0.10 -0.04
0.01 0.02 0.03
-0.42 -0.20 -0.73
-0.05 0.02 -0.02
0.00 -0.02 -0.01
0.54 -0.04 -0.04
-0.02 0.01 0.04
-0.11 0.05 -0.05
0.25 -0.09 0.12
-0.06 -0.13 -0.06
-0.01 -0.05 0.00
0.05 -0.20 -0.02
-0.02 -0.06 0.02
0.05 0.01 -0.04
-0.04 -0.06 -0.22
0.00 -0.03 0.02
0.02 0.02 0.03

Entry 2:
Computed, not measured: a structure of composition C12H32F4HfN2O20S8, with the ωB97M-V functional and the def2-TZVPD basis.

net charge: +1
highest occupied orbital energy (alpha / beta): -11.50 / -13.53 eV
expectation value of S²: 0.75
2S+1: 2
frontier orbital gap (alpha / beta): 7.147 / 8.966 eV

Last column: Löwdin charge in e.
Cartesian coordinates (Å):
H1 2.17371 5.75290 2.05206  0.0952
H2 -3.60888 3.93020 1.23570  0.0985
S1 -2.75795 -0.37894 2.56866  0.7217
O1 0.94921 -0.47247 2.24072  -0.2683
F1 -2.83650 -1.17578 -3.78659  -0.2027
O2 3.14757 -0.54819 -0.11973  -0.1829
S2 0.29701 -2.77413 -3.16936  0.4739
H3 4.18740 1.92030 -4.37167  0.0872
O3 -0.61019 2.46867 -5.03795  -0.2407
S3 -1.61708 3.38232 0.04228  0.6854
H4 0.80657 -5.28641 -0.21822  0.0743
C1 -0.06984 -5.18531 0.42193  -0.0402
H5 -2.18394 4.86287 1.78057  0.0735
O4 1.52479 1.44707 -4.28457  -0.2709
H6 2.36615 4.19335 1.16026  0.0728
H7 3.96846 0.47045 -5.38183  0.0885
C2 1.69227 4.82726 1.73659  -0.0310
O5 -0.39552 1.38391 -2.76029  -0.3892
H8 1.41074 4.11313 2.51045  0.0712
F2 -0.12251 1.61605 1.85428  -0.2151
O6 2.22578 1.63793 1.78867  -0.2105
H9 0.71792 4.48153 -3.90850  0.0788
S4 0.14639 2.20154 -3.83330  0.6721
O7 -1.79262 4.32100 -1.02885  -0.2352
H10 4.26723 1.88252 -6.15767  0.0878
H11 -0.35202 5.58232 1.37923  0.1124
C3 2.30269 1.95629 -5.41157  -0.2369
S5 -1.47545 -1.79260 -4.29843  0.5519
O8 1.51205 -2.36846 -3.81336  -0.1879
C4 0.79952 3.72762 -3.12553  -0.0876
O9 -1.18685 -0.75006 -5.19241  -0.1954
C5 3.75289 -3.62256 2.37656  -0.0114
N1 0.64818 0.18933 -0.20208  -0.3566
F3 0.76929 -2.47316 -1.69790  -0.2674
O10 -2.08549 -0.32002 1.27081  -0.4443
H12 1.81492 -4.33258 3.01463  0.1166
H13 4.39729 -4.37487 2.83141  0.0826
S6 -0.00325 -3.48911 1.27867  0.7215
H14 -0.03510 -5.91133 1.23421  0.0721
H15 -4.47626 -1.05093 4.44678  0.1021
H16 -3.37416 -3.08673 5.20027  0.0732
H17 -0.70268 -1.16469 3.75398  0.0541
H18 1.86374 1.62347 -6.35213  0.1288
H19 -1.29916 0.52517 4.08551  0.0678
N2 -0.74251 -1.70771 -2.74737  -0.4033
H20 4.16294 -3.25261 1.43682  0.0787
O11 -0.53816 -3.66131 2.62379  -0.2750
H21 2.30786 -5.13750 1.53751  0.1156
O12 -3.79782 0.61151 2.90708  -0.2801
H22 -1.93665 -0.84271 4.93962  0.0838
H23 -5.49553 -1.80836 3.25308  0.1280
H24 0.28639 4.19186 -2.28334  0.0444
C6 3.72782 1.52858 -5.27911  -0.0569
O13 -0.07062 3.62942 0.60031  -0.2849
C7 0.38752 4.93080 0.91373  -0.2645
S7 1.15294 0.70770 1.42731  0.6507
C8 -4.35546 -3.10852 4.72627  -0.0537
O14 -1.84358 1.95404 -0.11752  -0.3946
O15 -0.03201 -4.20632 -3.15237  -0.2325
C9 -2.53958 3.88934 1.44313  -0.0902
C10 -1.56024 -0.52642 3.96681  -0.0611
F4 1.93073 -0.20958 -2.06489  -0.1801
H25 1.84130 3.66213 -2.81168  0.0782
Hf1 -1.33013 -0.37101 -0.99612  1.8571
H26 2.17797 3.03909 -5.42127  0.1130
H27 -2.34681 3.21239 2.27540  0.0764
H28 -4.43856 -4.07216 4.22368  0.0781
H29 3.61839 -2.77109 3.04365  0.0811
H30 -5.03244 -3.24945 5.56885  0.0872
C11 -4.54830 -1.91199 3.78234  -0.2165
O16 -3.56924 -1.79408 2.67459  -0.2644
C12 2.31695 -4.18047 2.05915  -0.3389
O17 2.53920 1.73339 -0.99669  -0.2554
O18 -1.93407 -3.11082 -4.72695  -0.2047
O19 -0.54278 -2.46073 0.39838  -0.3979
O20 1.61095 -3.23869 1.43299  -0.2447
H31 -1.02058 -5.17450 -0.11107  0.0738
H32 0.68366 5.41224 -0.01827  0.1160
S8 2.17447 0.35498 -0.61980  0.4473

Cartesian forces, eV/Å:
-0.46 -0.12 0.00
0.15 -0.07 -0.23
-3.37 -1.00 2.75
0.71 1.19 -1.11
-1.34 0.25 1.61
-0.66 0.25 1.49
7.33 -5.70 4.70
0.05 -0.03 -0.09
0.44 -0.16 1.93
1.97 2.47 0.82
-0.27 0.20 -0.17
0.06 1.72 0.85
-0.11 0.05 -0.43
-1.63 0.28 1.11
0.33 0.43 -0.26
-0.79 -0.26 0.52
-1.20 -2.05 -0.44
-0.69 -0.65 0.52
0.38 0.58 0.90
0.50 -1.21 -0.38
-1.69 -2.14 -1.97
0.09 -0.21 -0.25
2.02 0.03 -2.06
-0.31 -1.12 0.20
0.02 0.68 0.06
-0.17 -0.34 0.17
-0.81 0.22 -0.38
-6.46 0.61 -1.40
-1.82 0.21 -1.81
0.10 0.92 -0.21
2.35 0.08 -0.86
-1.45 -0.11 -0.81
0.73 1.75 3.47
2.39 -1.79 2.70
-0.43 -0.52 0.29
0.20 -0.52 0.35
-0.16 0.03 -0.10
1.05 -1.98 0.98
-0.18 0.12 -0.10
0.10 0.33 -0.42
0.19 0.15 -0.23
-0.18 0.24 -0.59
-0.18 -0.32 0.18
0.53 -0.07 -0.01
-4.69 1.44 -4.58
0.29 -0.08 0.10
0.27 0.70 -1.81
0.37 -0.01 -0.28
2.83 -0.86 -1.12
-1.04 -0.13 -0.49
-0.07 -0.50 0.35
-0.62 -0.81 -0.02
0.84 -0.05 -0.26
-2.20 -1.82 -0.70
1.62 2.20 -0.79
-2.64 0.19 6.04
0.62 -1.03 -0.92
0.52 -0.35 -0.94
-0.19 3.18 -0.36
-0.20 -0.04 0.83
0.15 0.91 -0.73
-0.16 -0.46 -0.24
-0.04 -0.66 -0.24
2.65 0.89 0.59
0.38 0.13 0.08
-0.06 -0.29 -0.24
0.20 0.05 -0.33
0.16 -0.07 0.04
-0.52 0.97 -0.24
-0.49 0.58 0.98
1.57 0.58 -0.33
2.52 -2.29 3.43
-0.85 -2.23 1.95
2.12 2.12 0.89
-0.10 0.00 0.39
-3.87 3.29 -3.40
0.20 -0.16 -0.04
-0.41 0.15 -0.24
3.50 2.03 -8.65

Entry 3:
Computed, not measured: a structure of composition C12H32FLiO4Zn, with the ωB97M-V functional and the def2-TZVPD basis.

net charge: +2
highest occupied orbital energy: -15.64 eV
energy relative to the best compared isomer or geometry (same formula, charge and spin): 0.0 kJ/mol
2S+1: 1
frontier orbital gap: 7.938 eV

Last column: Löwdin charge in e.
Cartesian coordinates (Å):
F1 -7.34301 13.56671 8.97684  -0.4744
H1 -3.88048 8.74577 6.66085  0.0942
H2 -5.23136 17.59679 10.49828  0.1045
O1 -4.99151 11.64661 7.90455  -0.1719
H3 -11.11306 15.46287 11.80618  0.0966
H4 -10.51202 13.16132 9.94254  0.1371
C1 -3.91516 10.80298 7.31510  -0.4191
H5 -8.45522 13.97223 10.34449  0.0130
C2 -2.99044 10.46242 8.47581  -0.0414
C3 -6.10604 17.18372 10.00198  -0.0124
H6 -5.22068 15.69410 8.78135  0.1366
H7 -2.25799 9.74269 8.11076  0.0981
H8 -3.54951 10.05282 9.31745  0.0896
H9 -8.07610 12.27678 4.21606  0.0907
H10 -2.41775 11.33628 8.78334  0.0867
O2 -9.11931 14.31566 10.94856  -0.0520
H11 -10.37998 16.19117 9.35421  0.1048
H12 -7.54770 17.14072 7.81806  0.1389
C4 -11.43528 14.58128 11.24770  -0.0384
C5 -5.79998 16.60427 8.62441  -0.4175
H13 -11.51222 13.81896 12.02504  0.0930
H14 -6.53816 16.39347 10.61366  0.0877
C6 -5.02507 17.55421 7.73297  -0.0261
H15 -11.19379 14.92733 8.36789  0.0980
H16 -6.79864 18.01691 9.85338  0.1011
H17 -8.31478 10.57800 4.55162  0.1050
H18 -5.47130 9.34290 7.14035  0.0842
H19 -7.67424 11.56168 6.71766  0.1216
H20 -9.73133 11.69515 4.42442  0.1015
H21 -5.61188 18.45435 7.53549  0.1013
Zn1 -7.76304 14.56898 7.41082  0.9624
H22 -3.32261 11.47138 6.68980  0.1446
H23 -5.25449 12.28686 7.23740  0.0620
H24 -4.84855 9.89020 5.62185  0.0841
Li1 -6.01880 12.27629 9.62994  0.8074
H25 -4.79472 17.04166 6.79448  0.0898
C7 -9.69612 10.93530 6.97890  -0.0164
C8 -8.64150 11.77157 6.26074  -0.3987
H26 -12.42562 14.74171 10.82775  0.0927
O3 -8.93966 13.19910 6.60116  -0.1254
H27 -9.42984 15.01994 8.46658  0.0019
H28 -9.88695 13.34781 6.47917  0.1256
C9 -10.36918 15.14591 9.04821  -0.0286
C10 -8.70414 11.57290 4.76501  -0.0231
C11 -10.36739 14.20480 10.24756  -0.4714
H29 -9.46619 9.89628 6.74214  0.1069
C12 -4.54218 9.60514 6.62959  -0.0283
H30 -4.06089 17.85270 8.13791  0.1056
H31 -9.60080 11.06084 8.05588  0.0873
H32 -10.68823 11.19388 6.60951  0.1030
O4 -7.09910 16.30238 7.99545  -0.1124

Cartesian forces, eV/Å:
1.09 -0.60 -0.29
0.03 -0.01 -0.36
0.18 -0.16 -0.13
-0.40 0.52 0.24
-0.08 0.23 -0.34
0.00 0.07 -0.23
0.43 0.15 1.30
0.17 0.03 0.10
-0.04 -0.04 -0.44
-0.32 -0.13 -0.57
-0.50 -0.41 -0.48
-0.06 -0.17 0.23
0.12 -0.17 0.02
0.01 0.04 0.08
-0.17 0.07 0.16
-0.31 -0.08 -0.28
-0.12 -0.01 0.04
-0.06 0.01 -0.06
0.00 -0.05 0.74
1.27 1.20 1.26
-0.05 -0.18 -0.22
-0.23 0.28 0.21
-0.22 -0.49 -0.61
-0.09 0.18 0.05
-0.13 -0.07 0.33
-0.30 -0.09 -0.16
0.17 -0.12 0.24
0.17 0.26 -0.22
0.00 -0.24 -0.13
0.10 0.03 -0.04
-0.65 -0.31 0.84
-0.33 -0.19 -0.52
0.08 -0.10 -0.16
0.27 -0.37 -0.17
-0.03 0.04 -0.59
-0.12 0.26 -0.13
0.92 0.12 -0.17
-0.86 -0.34 0.27
0.05 0.01 -0.16
0.56 0.42 -0.20
-0.22 0.00 0.13
-0.01 0.16 -0.02
0.07 -0.20 -0.22
0.58 0.36 0.20
0.26 0.23 0.51
-0.32 -0.08 0.02
-0.45 0.69 -0.02
-0.12 -0.05 0.37
-0.28 0.04 0.04
-0.11 -0.15 0.13
0.04 -0.61 -0.59

Number 1: largest force on an atom 2.0 eV Å⁻¹. Number 2: largest force on an atom 10.4 eV Å⁻¹. Number 3: largest force on an atom 2.2 eV Å⁻¹.